Formula: C10H22NOP
Source: OMol25
Level of theory: wB97M-V/def2-TZVPD

```
35
Properties=species:S:1:pos:R:3:mulliken_charge:R:1
C 0.2071 3.3750 -1.3112 -0.641
C -0.4888 2.2943 -0.9684 -0.170
P -0.5779 1.3658 0.6572 -0.495
O -2.0019 0.7212 0.1865 -0.051
C -2.9287 0.2182 1.1104 -0.261
C -3.8000 -0.7786 0.1896 -1.107
N 0.3173 -0.0591 0.2366 0.499
C 0.2918 -0.6486 -1.1081 0.343
C 0.3275 -2.2037 -0.9499 -1.471
C 1.2077 -0.0851 -2.2194 -1.583
C 1.5569 -0.2031 0.9699 -0.100
C 1.3937 -1.1449 2.1216 -1.472
C 2.2204 1.1311 1.5525 -1.286
H 0.6338 3.8531 -2.1734 0.323
H 0.5049 3.9672 -0.4026 0.199
H -0.8675 1.7269 -1.7855 0.352
H -2.3867 -0.2779 1.9544 0.332
H -3.6002 1.1484 1.4564 0.233
H -4.1007 -0.1888 -0.7902 0.206
H -3.2099 -1.5398 -0.1468 0.308
H -4.6652 -0.8483 0.7835 0.423
H -0.7777 -0.3748 -1.2889 0.406
H 1.1353 -2.5559 -0.3729 0.373
H -0.5370 -2.6155 -0.4135 0.314
H 0.2998 -2.6494 -2.0047 0.393
H 1.9399 -0.8436 -2.4338 0.503
H 1.6244 0.8198 -1.8568 0.340
H 0.5929 0.1637 -3.0883 0.364
H 2.1713 -0.5302 0.1888 0.478
H 2.3722 -1.7871 2.2961 0.275
H 1.0357 -0.7100 3.0356 0.380
H 0.7879 -1.8682 1.7604 0.488
H 1.9281 1.9942 0.9691 0.357
H 3.2666 1.1056 1.6199 0.375
H 1.7309 1.2115 2.5337 0.371
```

Calculated values
SMILES: C=CP(OCC)N(C(C)C)C(C)C
Kohn-Sham gap (eV): 9.507
Energy relative to the best compared isomer or geometry (same formula, charge and spin) (eV): 2.005

---

Formula: C4H9NS2
Source: OMol25
Level of theory: wB97M-V/def2-TZVPD

```
16
Properties=species:S:1:pos:R:3:mulliken_charge:R:1
C 1.8499 -0.3822 0.9283 -0.762
C -0.4304 2.0664 -0.2755 -0.691
C -1.3144 -0.3624 -0.4858 0.536
C -0.8407 -1.7945 -0.5888 -1.101
H 2.8868 -0.3941 0.7844 0.322
H 1.5772 -1.2181 1.6354 0.286
H 1.6409 0.5227 1.5259 0.225
H 0.4090 2.5142 -1.1395 0.286
H -1.5969 2.8075 -0.4124 0.255
H -0.2230 2.3934 1.0120 0.231
H -1.7934 -2.5021 -0.8155 0.289
H -0.0920 -2.0492 -1.3751 0.373
H -0.3322 -2.3183 0.3654 0.227
N -0.3257 0.6486 -0.6678 -0.090
S 1.3150 0.0296 -0.6881 -0.058
S -2.7299 0.0386 0.1972 -0.324
```

Calculated values
Kohn-Sham gap (eV): 8.686
Energy relative to the best compared isomer or geometry (same formula, charge and spin) (eV): 4.396

---

Repeat the first record exactly.
Formula: C10H22NOP
Source: OMol25
Level of theory: wB97M-V/def2-TZVPD

```
35
Properties=species:S:1:pos:R:3:mulliken_charge:R:1
C 0.2071 3.3750 -1.3112 -0.641
C -0.4888 2.2943 -0.9684 -0.170
P -0.5779 1.3658 0.6572 -0.495
O -2.0019 0.7212 0.1865 -0.051
C -2.9287 0.2182 1.1104 -0.261
C -3.8000 -0.7786 0.1896 -1.107
N 0.3173 -0.0591 0.2366 0.499
C 0.2918 -0.6486 -1.1081 0.343
C 0.3275 -2.2037 -0.9499 -1.471
C 1.2077 -0.0851 -2.2194 -1.583
C 1.5569 -0.2031 0.9699 -0.100
C 1.3937 -1.1449 2.1216 -1.472
C 2.2204 1.1311 1.5525 -1.286
H 0.6338 3.8531 -2.1734 0.323
H 0.5049 3.9672 -0.4026 0.199
H -0.8675 1.7269 -1.7855 0.352
H -2.3867 -0.2779 1.9544 0.332
H -3.6002 1.1484 1.4564 0.233
H -4.1007 -0.1888 -0.7902 0.206
H -3.2099 -1.5398 -0.1468 0.308
H -4.6652 -0.8483 0.7835 0.423
H -0.7777 -0.3748 -1.2889 0.406
H 1.1353 -2.5559 -0.3729 0.373
H -0.5370 -2.6155 -0.4135 0.314
H 0.2998 -2.6494 -2.0047 0.393
H 1.9399 -0.8436 -2.4338 0.503
H 1.6244 0.8198 -1.8568 0.340
H 0.5929 0.1637 -3.0883 0.364
H 2.1713 -0.5302 0.1888 0.478
H 2.3722 -1.7871 2.2961 0.275
H 1.0357 -0.7100 3.0356 0.380
H 0.7879 -1.8682 1.7604 0.488
H 1.9281 1.9942 0.9691 0.357
H 3.2666 1.1056 1.6199 0.375
H 1.7309 1.2115 2.5337 0.371
```

Calculated values
SMILES: C=CP(OCC)N(C(C)C)C(C)C
Kohn-Sham gap (eV): 9.507
Energy relative to the best compared isomer or geometry (same formula, charge and spin) (eV): 2.005

---

> Among the records above, which one has the highest Kohn-Sham gap?

C10H22NOP

---

> Kohn-Sham gap of number 2 (C4H9NS2)?

8.686 eV